No. 1
{
  "formula": "C45H44AsN8O2ReSTe",
  "method": "ωB97M-V with the def2-TZVPD basis set",
  "total_charge": 3,
  "e_tot_ha": -5309.05144,
  "s2": 0.79,
  "homo_lumo_gap_ev": [4.11, 3.56],
  "lumo_energy_ev": [-9.99, -9.99],
  "e_homo_ev": [-14.100, -13.558],
  "multiplicity": 2,
  "elements": ["Re", "C", "C", "N", "C", "C", "N", "C", "C", "C", "C", "C", "N", "C", "C", "N", "C", "C", "N", "C", "C", "C", "N", "C", "C", "H", "H", "H", "H", "H", "H", "H", "H", "H", "H", "H", "H", "C", "C", "C", "C", "C", "C", "C", "S", "O", "O", "N", "C", "C", "C", "C", "C", "C", "C", "C", "N", "C", "H", "H", "H", "H", "H", "H", "H", "H", "H", "H", "H", "H", "H", "C", "As", "C", "C", "C", "C", "C", "C", "C", "C", "H", "H", "H", "H", "H", "H", "H", "H", "H", "H", "H", "H", "H", "C", "Te", "C", "H", "H", "H", "H", "H", "H"],
  "coordinates": [[0.744, -1.199, 0.912], [-0.419, -4.078, 4.044], [-0.470, -2.989, 3.187], [0.249, -2.965, 2.065], [1.011, -4.064, 1.769], [1.061, -5.128, 2.681], [0.369, -5.117, 3.792], [1.579, -4.029, 0.438], [2.088, -5.095, -0.303], [2.254, -4.947, -1.684], [1.733, -3.799, -2.292], [1.198, -2.786, -1.503], [1.323, -2.834, -0.149], [0.217, -1.792, -1.888], [-0.287, -1.515, -3.165], [-1.366, -0.790, -3.349], [-2.050, -0.414, -2.268], [-1.569, -0.635, -0.990], [-0.393, -1.235, -0.791], [2.818, -6.016, -2.523], [3.547, -5.695, -3.670], [4.050, -6.724, -4.453], [3.845, -7.976, -4.129], [3.168, -8.320, -3.064], [2.627, -7.363, -2.216], [-1.016, -4.124, 4.942], [-1.092, -2.128, 3.396], [1.682, -5.994, 2.499], [2.333, -6.022, 0.188], [1.675, -3.740, -3.365], [0.198, -1.888, -4.055], [-2.998, 0.076, -2.441], [-2.109, -0.324, -0.106], [3.740, -4.670, -3.946], [4.614, -6.532, -5.355], [3.042, -9.378, -2.885], [2.050, -7.683, -1.365], [-3.782, 6.494, 1.972], [-2.825, 5.385, 1.716], [-1.456, 5.635, 1.596], [-0.559, 4.606, 1.372], [-1.039, 3.313, 1.238], [-2.390, 3.028, 1.372], [-3.273, 4.063, 1.618], [0.117, 2.031, 0.854], [1.451, 2.576, 0.871], [-0.213, 1.528, -0.546], [0.009, 0.685, 1.718], [0.339, 0.841, 3.074], [-0.224, 1.775, 3.917], [0.134, 1.824, 5.272], [1.077, 0.976, 5.786], [1.703, 0.030, 4.952], [2.703, -0.856, 5.399], [3.286, -1.718, 4.504], [2.821, -1.754, 3.186], [1.848, -0.974, 2.743], [1.311, -0.057, 3.591], [-3.342, 7.458, 1.734], [-4.062, 6.504, 3.026], [-4.698, 6.369, 1.400], [-1.082, 6.642, 1.688], [0.504, 4.783, 1.315], [-2.727, 2.005, 1.309], [-4.324, 3.848, 1.738], [-0.973, 2.453, 3.541], [-0.354, 2.543, 5.910], [1.354, 1.013, 6.828], [3.000, -0.833, 6.436], [4.086, -2.375, 4.805], [3.244, -2.463, 2.484], [0.177, 4.218, -1.836], [-0.498, 2.425, -2.253], [1.169, 1.809, -3.084], [-3.731, 3.131, -1.807], [-4.642, 3.171, -2.836], [-4.639, 4.258, -3.763], [-5.574, 4.328, -4.760], [-6.557, 3.344, -4.873], [-6.589, 2.271, -3.980], [-5.646, 2.166, -2.992], [0.529, 4.659, -2.770], [1.019, 4.164, -1.148], [-0.590, 4.869, -1.422], [1.110, 2.085, -4.139], [1.275, 0.725, -3.036], [2.040, 2.294, -2.639], [-3.048, 3.953, -1.652], [-3.739, 2.335, -1.081], [-3.876, 5.017, -3.661], [-5.554, 5.147, -5.461], [-7.298, 3.411, -5.654], [-7.357, 1.519, -4.074], [-5.659, 1.325, -2.315], [4.191, -1.183, -0.403], [2.742, 0.397, -0.127], [3.916, 1.158, 1.493], [4.612, -1.459, 0.561], [4.997, -0.819, -1.030], [3.755, -2.054, -0.876], [4.952, 1.190, 1.161], [3.831, 0.521, 2.369], [3.567, 2.161, 1.714]],
  "mulliken_spin": [1.14, -0.01, 0.01, 0.04, 0.05, 0.00, 0.00, -0.02, 0.01, -0.01, 0.00, 0.01, -0.10, -0.03, 0.01, -0.01, -0.02, -0.01, -0.03, 0.00, 0.00, 0.00, 0.00, 0.00, 0.00, 0.00, 0.00, 0.00, 0.00, 0.00, 0.00, 0.00, -0.01, 0.00, 0.00, 0.00, 0.00, 0.00, 0.00, 0.00, 0.00, -0.01, 0.00, 0.00, 0.05, 0.01, -0.02, 0.03, -0.03, 0.01, 0.00, 0.00, 0.00, 0.00, 0.00, 0.00, -0.13, 0.06, 0.00, 0.00, 0.00, 0.00, 0.00, 0.00, 0.00, 0.00, 0.00, 0.00, 0.00, 0.00, 0.00, 0.00, 0.00, 0.01, 0.00, 0.00, 0.00, 0.00, 0.00, 0.00, 0.00, 0.00, 0.00, 0.00, 0.00, 0.00, 0.00, 0.00, 0.00, 0.00, 0.00, 0.00, 0.00, 0.00, 0.01, -0.01, 0.00, 0.00, 0.00, 0.00, 0.00, 0.00, 0.00]
}

---

No. 2
{
  "formula": "C45H44FMnNO6PSTe",
  "method": "ωB97M-V with the def2-TZVPD basis set",
  "total_charge": -1,
  "e_tot_ha": -4505.76166,
  "de_lowest_kj_mol": 100.18,
  "s2": 8.98,
  "homo_lumo_gap_ev": [6.67, 4.63],
  "lumo_energy_ev": [2.04, -0.28],
  "e_homo_ev": [-4.629, -4.908],
  "multiplicity": 6,
  "elements": ["Mn", "O", "S", "O", "O", "C", "C", "C", "C", "C", "C", "P", "C", "C", "C", "C", "C", "C", "C", "C", "C", "C", "C", "C", "H", "H", "H", "H", "H", "H", "H", "H", "H", "H", "H", "H", "H", "H", "C", "C", "C", "C", "C", "C", "Te", "N", "C", "O", "C", "C", "C", "C", "C", "C", "C", "C", "C", "C", "C", "C", "C", "C", "C", "C", "C", "C", "H", "H", "H", "H", "H", "H", "H", "H", "H", "H", "H", "H", "H", "H", "H", "H", "H", "H", "H", "H", "H", "H", "H", "H", "H", "H", "H", "C", "O", "C", "O", "H", "H", "H", "F"],
  "coordinates": [[1.265, 0.269, 1.138], [-1.629, 2.119, 4.215], [-1.673, 1.182, 3.091], [-2.829, 1.228, 2.212], [-0.361, 1.100, 2.353], [-1.617, -0.408, 3.868], [-2.785, -1.196, 3.736], [-2.795, -2.485, 4.164], [-1.640, -3.010, 4.809], [-0.490, -2.221, 4.959], [-0.501, -0.901, 4.474], [1.068, -0.047, 4.274], [2.235, -1.236, 5.020], [2.632, -2.222, 4.160], [3.643, -3.135, 4.471], [4.207, -3.076, 5.737], [3.802, -2.091, 6.640], [2.848, -1.154, 6.290], [1.062, 1.243, 5.558], [2.154, 2.175, 5.631], [2.180, 3.073, 6.684], [1.204, 3.032, 7.658], [0.136, 2.153, 7.526], [0.078, 1.199, 6.507], [-3.670, -0.749, 3.214], [-3.681, -3.128, 4.059], [-1.635, -4.026, 5.246], [0.327, -2.555, 5.611], [2.115, -2.339, 3.194], [4.077, -3.748, 3.655], [5.042, -3.738, 6.012], [4.275, -2.037, 7.614], [2.514, -0.410, 7.028], [2.910, 2.236, 4.846], [2.905, 3.902, 6.627], [1.241, 3.847, 8.424], [-0.679, 2.180, 8.301], [-0.802, 0.570, 6.439], [-0.084, -4.092, -8.149], [-0.097, -3.367, -6.848], [1.001, -2.563, -6.552], [1.070, -1.824, -5.343], [2.225, -0.926, -5.039], [-0.019, -1.910, -4.472], [0.027, -0.575, -2.659], [0.542, 0.499, -0.871], [0.923, 1.771, -0.764], [1.497, 2.072, 0.359], [0.685, 2.925, -1.698], [1.104, 3.011, -3.017], [0.787, 4.133, -3.787], [0.201, 5.252, -3.251], [-0.017, 5.297, -1.852], [0.261, 4.146, -1.087], [-2.026, 0.242, -2.966], [-2.259, 1.188, -3.966], [-1.392, 1.361, -5.149], [-3.337, 2.050, -3.819], [-4.105, 2.121, -2.711], [-5.127, 3.171, -2.394], [-3.845, 1.171, -1.682], [-2.893, 0.193, -1.846], [-2.701, -0.716, -0.682], [-1.085, -2.796, -4.669], [-2.157, -2.953, -3.672], [-1.055, -3.510, -5.880], [-0.999, -3.974, -8.696], [0.158, -5.162, -8.046], [0.712, -3.654, -8.835], [1.852, -2.468, -7.221], [3.034, -1.060, -5.799], [2.637, -1.078, -4.072], [2.020, 0.141, -5.135], [1.622, 2.203, -3.540], [1.128, 4.138, -4.841], [-0.082, 6.128, -3.814], [-0.576, 6.178, -1.570], [0.073, 4.254, -0.021], [-1.015, 2.374, -5.024], [-1.850, 1.236, -6.149], [-0.518, 0.686, -5.057], [-3.556, 2.780, -4.613], [-5.132, 4.012, -3.128], [-4.993, 3.615, -1.362], [-6.160, 2.771, -2.396], [-4.411, 1.231, -0.760], [-2.285, -1.740, -0.944], [-3.689, -0.837, -0.200], [-2.001, -0.320, 0.092], [-1.797, -3.221, -2.688], [-2.902, -3.737, -3.939], [-2.739, -1.992, -3.502], [-1.781, -4.278, -6.042], [3.946, -1.737, 0.181], [4.179, -0.482, 0.764], [3.302, 0.139, 1.575], [3.713, 0.803, 2.507], [4.932, -2.212, 0.081], [3.508, -1.648, -0.803], [3.250, -2.414, 0.716], [1.161, -1.645, 1.301]],
  "mulliken_spin": [4.25, 0.00, 0.01, 0.00, 0.06, 0.01, 0.00, 0.00, 0.00, -0.01, -0.02, -0.04, -0.02, 0.01, 0.00, 0.00, 0.00, 0.00, 0.02, 0.00, 0.00, 0.00, 0.00, 0.00, 0.00, 0.00, 0.00, 0.00, 0.01, 0.00, 0.00, 0.00, 0.00, 0.00, 0.00, 0.00, 0.00, 0.00, 0.00, 0.02, -0.01, -0.06, 0.04, 0.06, 0.83, 0.19, -0.06, -0.02, 0.02, 0.06, 0.00, 0.00, 0.00, 0.01, 0.14, 0.01, -0.01, 0.00, 0.00, 0.00, 0.00, -0.17, 0.07, -0.09, 0.10, -0.02, 0.00, 0.00, 0.00, 0.00, 0.00, -0.01, -0.01, -0.03, 0.00, 0.00, 0.00, 0.00, 0.00, 0.00, 0.01, 0.00, 0.00, 0.00, 0.00, 0.00, 0.00, 0.00, -0.01, -0.02, 0.00, -0.02, 0.00, 0.01, -0.05, -0.30, -0.04, 0.00, 0.00, 0.00, 0.03]
}